[1]
{
  "formula": "C2H4NO2S",
  "method": "ωB97M-V/def2-TZVPD",
  "total_charge": 1,
  "orbital_gap_ev": 8.4,
  "homo_energy_ev": -15.756,
  "multiplicity": 1,
  "symbols": ["S", "O", "O", "N", "C", "C", "H", "H", "H", "H"],
  "coordinates": [[-1.8395, 0.9466, -1.2266], [-1.8235, 2.2559, -1.6361], [-3.0293, 0.2563, -0.8463], [1.7230, -0.1355, 2.3664], [2.5673, -0.7352, 2.8541], [-0.3944, -0.1279, -1.2799], [-0.8437, -1.0574, -1.6896], [0.5668, 0.1574, -1.7267], [-0.3049, -0.2583, -0.2142], [3.3782, -1.3019, 3.3990]],
  "forces_ev_per_a": [[-2.0, -3.0, 0.1], [0.9, 2.6, -0.7], [1.9, 0.4, -0.1], [0.0, -0.1, -0.3], [1.3, -0.9, 1.1], [-0.7, -0.8, 0.1], [0.3, 0.5, 0.1], [-0.7, 0.7, -0.1], [0.5, -0.4, 0.8], [-1.4, 1.0, -1.0]]
}

***

[2]
{
  "formula": "C2H4NO3",
  "method": "ωB97M-V/def2-TZVPD",
  "total_charge": 1,
  "orbital_gap_ev": 9.9,
  "homo_energy_ev": -16.799,
  "multiplicity": 1,
  "symbols": ["O", "O", "O", "N", "C", "C", "H", "H", "H", "H"],
  "coordinates": [[-2.2709, -0.9612, -0.3111], [-2.7798, 0.8929, 0.7127], [0.2777, -0.4212, 0.0594], [-2.1693, 0.0980, 0.1430], [-0.5255, 0.5225, -0.0660], [1.6542, -0.4370, -0.0113], [2.1525, 0.4817, -0.5296], [2.0018, -0.5564, 0.9878], [1.7705, -1.2207, -0.6139], [-0.1110, 1.6013, -0.3711]],
  "forces_ev_per_a": [[-1.6, -2.2, -0.7], [-1.6, 1.2, 0.8], [-4.9, 1.6, 0.5], [4.3, 0.7, -0.3], [1.6, 1.3, -0.6], [2.7, 4.4, -0.1], [-1.3, -1.3, 1.1], [0.5, -0.3, 0.6], [1.4, -3.4, -2.1], [-1.1, -2.0, 0.7]]
}

***

[3]
{
  "formula": "C2H4NO3S",
  "method": "ωB97M-V/def2-TZVPD",
  "total_charge": -1,
  "orbital_gap_ev": 8.1,
  "homo_energy_ev": -4.369,
  "multiplicity": 1,
  "symbols": ["S", "O", "O", "O", "N", "C", "C", "H", "H", "H", "H"],
  "coordinates": [[-0.6403, -0.4186, -0.9508], [0.4773, -0.6735, 1.0460], [1.9021, 0.5350, 2.2764], [-1.1393, 0.9385, -0.6236], [1.5542, 1.0996, 0.0729], [-1.9301, -1.4414, -1.1092], [1.2657, 0.3007, 1.2486], [-1.4737, -2.3484, -1.1315], [-2.9008, -1.1999, -0.9374], [2.2486, 1.8026, 0.2462], [0.6362, 1.4054, -0.1377]],
  "forces_ev_per_a": [[-2.3, -0.6, 0.1], [-0.8, 0.2, 0.0], [0.0, 0.1, 0.5], [0.1, 0.2, -0.4], [0.2, -1.3, 0.8], [4.0, 2.8, -0.2], [1.9, -0.4, -0.3], [0.4, -3.2, -0.5], [-2.6, 0.5, 0.7], [-0.2, 0.4, 0.4], [-0.7, 1.3, -1.1]]
}

***

[4]
{
  "formula": "C2H4NO4",
  "method": "ωB97M-V/def2-TZVPD",
  "total_charge": -1,
  "orbital_gap_ev": 9.7,
  "homo_energy_ev": -5.502,
  "multiplicity": 1,
  "symbols": ["O", "O", "O", "O", "N", "C", "C", "H", "H", "H", "H"],
  "coordinates": [[1.6922, 0.1559, -0.6693], [-1.9762, -0.6586, 0.2124], [-0.5138, -0.5592, -1.5295], [2.4395, 1.4543, 1.0420], [0.1863, 0.7046, 1.0958], [1.5009, 0.8128, 0.5242], [-1.4765, -1.1068, -0.9079], [-0.6863, 0.2414, 0.7608], [0.7902, -0.0973, -1.1240], [0.0435, 1.0319, 2.0488], [-1.9997, -1.9791, -1.4535]],
  "forces_ev_per_a": [[-0.7, 1.1, 1.2], [0.8, -1.9, -2.9], [-1.4, -1.3, -0.1], [-2.1, -1.4, -0.7], [1.8, 0.5, 0.1], [-0.5, 0.0, 0.1], [-0.9, 2.0, 1.4], [0.9, -0.1, -0.7], [0.7, 0.2, 1.1], [0.8, 0.2, -0.5], [0.6, 0.8, 0.9]]
}

***

[5]
{
  "formula": "C2H4NO4P",
  "method": "ωB97M-V/def2-TZVPD",
  "total_charge": 0,
  "orbital_gap_ev": [8.3, 8.3],
  "homo_energy_ev": [-8.714, -8.716],
  "multiplicity": 1,
  "symbols": ["P", "O", "O", "O", "O", "N", "C", "C", "H", "H", "H", "H"],
  "coordinates": [[-3.4678, 1.0765, 0.0722], [-4.2966, -1.5105, 0.1691], [-1.0448, 0.1725, -1.6244], [-1.8059, 1.2894, 0.1696], [-2.0539, -0.9970, 0.0733], [-3.4799, -0.5946, 0.1488], [-1.2262, 0.1148, -0.2597], [0.0681, -0.1157, 0.4612], [-0.1828, -0.8219, 1.2979], [0.8536, -0.5159, -0.2674], [0.3991, 0.9417, 0.6344], [-0.4039, -0.5285, -1.7903]],
  "forces_ev_per_a": [[-0.6, 0.2, 0.4], [1.1, 1.3, 0.0], [-0.1, 0.1, -0.4], [-1.9, -0.4, -0.1], [-0.9, -0.4, 0.4], [0.7, 0.1, -0.5], [0.7, -1.2, -0.2], [1.1, 0.2, -0.6], [1.0, 1.2, -0.4], [-1.1, 0.1, 1.2], [0.1, -1.2, 0.8], [-0.2, 0.1, -0.5]]
}

***

[6]
{
  "formula": "C2H4NP",
  "method": "ωB97M-V/def2-TZVPD",
  "total_charge": 0,
  "orbital_gap_ev": 8.2,
  "homo_energy_ev": -8.433,
  "multiplicity": 1,
  "symbols": ["P", "N", "C", "C", "H", "H", "H", "H"],
  "coordinates": [[1.6643, -0.2984, -0.1801], [0.2129, 0.4875, 0.2327], [-2.1474, -0.2771, -0.3087], [-0.9975, -0.0080, -0.1163], [-2.9391, -0.9168, -0.6137], [1.3893, -1.3118, 0.7565], [2.2934, 0.5386, 0.5581], [0.5240, 1.7862, -0.3284]],
  "forces_ev_per_a": [[-1.2, -3.1, -2.6], [-0.6, 5.2, -1.9], [-0.7, -1.4, -0.3], [1.6, 1.6, 0.2], [-0.4, 0.4, 0.0], [0.6, -0.3, 0.3], [2.4, 2.0, 2.5], [-1.7, -4.4, 1.8]]
}

***

[7]
{
  "formula": "C2H4NP",
  "method": "ωB97M-V/def2-TZVPD",
  "total_charge": 0,
  "orbital_gap_ev": 10.1,
  "homo_energy_ev": -9.627,
  "multiplicity": 1,
  "symbols": ["P", "N", "C", "C", "H", "H", "H", "H"],
  "coordinates": [[-1.7201, 0.8130, 0.2955], [-0.0964, -1.6117, -0.1070], [0.9699, -0.6041, -0.1294], [-0.4233, -0.4633, 0.2374], [1.4911, -0.3805, -1.0022], [-1.3889, 1.2899, -1.0368], [-0.9973, 1.8470, 0.8344], [2.1649, -0.8903, 0.9080]],
  "forces_ev_per_a": [[-1.2, -0.6, -0.9], [-0.5, -1.4, -0.3], [3.1, -1.6, 4.6], [1.1, 2.2, -0.5], [0.3, 0.5, -1.5], [-0.2, -0.5, 0.6], [0.8, 0.4, 0.6], [-3.5, 1.0, -2.5]]
}

***

[8]
{
  "formula": "C2H4NP",
  "method": "ωB97M-V/def2-TZVPD",
  "total_charge": 0,
  "orbital_gap_ev": 8.4,
  "homo_energy_ev": -10.055,
  "multiplicity": 1,
  "symbols": ["P", "N", "C", "C", "H", "H", "H", "H"],
  "coordinates": [[-0.6465, 1.0577, -0.0349], [2.9518, 0.0593, 0.1644], [1.8376, -0.1696, -0.0643], [-0.4097, -0.6872, -0.3228], [-2.1354, 1.1142, -0.1916], [-0.4159, -1.2094, -1.3381], [-0.9674, 1.1688, 1.3319], [-0.2146, -1.3338, 0.4555]],
  "forces_ev_per_a": [[-2.7, 1.8, -0.6], [-0.6, 0.0, -0.1], [-1.7, -1.1, -0.4], [3.4, 0.6, -1.9], [1.2, -0.3, -0.4], [-0.1, 1.2, 1.4], [0.7, -0.7, 0.4], [-0.2, -1.5, 1.7]]
}

***

[9]
{
  "formula": "C2H4NP",
  "method": "ωB97M-V/def2-TZVPD",
  "total_charge": 0,
  "orbital_gap_ev": [8.7, 8.7],
  "homo_energy_ev": [-9.612, -9.613],
  "multiplicity": 1,
  "smiles": "[H]/N=C/P=C",
  "symbols": ["P", "N", "C", "C", "H", "H", "H", "H"],
  "coordinates": [[0.6675, 0.7263, 1.2838], [2.1173, -1.5651, 0.2114], [-0.8027, 1.2869, 0.7092], [0.9762, -0.5834, 0.0564], [-1.1832, 0.7142, -0.1905], [2.1973, -1.9666, -0.7141], [0.4605, -0.3735, -0.8030], [-1.2050, 2.0450, 1.2822]],
  "forces_ev_per_a": [[-0.1, -0.3, 0.4], [-6.3, 5.8, -0.5], [2.2, -3.2, -1.7], [7.4, -4.5, 3.2], [-0.4, 1.4, 1.2], [-0.2, -0.5, -0.4], [-1.1, -0.4, -2.7], [-1.5, 1.5, 0.5]]
}

***

[10]
{
  "formula": "C2H4NP",
  "method": "ωB97M-V/def2-TZVPD",
  "total_charge": 0,
  "orbital_gap_ev": [8.9, 7.9],
  "homo_energy_ev": [-9.665, -9.318],
  "multiplicity": 1,
  "symbols": ["P", "N", "C", "C", "H", "H", "H", "H"],
  "coordinates": [[1.5005, 0.0944, -0.1765], [-1.8628, 0.3451, -0.5227], [-1.1040, -0.1440, 0.2405], [0.0550, -0.8603, -0.4486], [1.0503, 1.3904, -0.1919], [-0.0790, -1.1512, -1.4712], [-1.0082, 0.0856, 1.3861], [1.4482, 0.2400, 1.1843]],
  "forces_ev_per_a": [[2.7, -0.4, -0.6], [-2.8, 1.8, -2.8], [3.0, -2.2, 4.4], [-1.5, 1.3, 0.5], [-0.6, 1.0, -0.7], [-0.4, -0.5, -0.3], [-0.3, -0.5, -1.8], [-0.1, -0.4, 1.3]]
}

***

[11]
{
  "formula": "C2H4NS",
  "method": "ωB97M-V/def2-TZVPD",
  "total_charge": 1,
  "orbital_gap_ev": 10.4,
  "homo_energy_ev": -14.599,
  "multiplicity": 1,
  "smiles": "[NH2+]1[C@@H]2S[C@H]12",
  "symbols": ["S", "N", "C", "C", "H", "H", "H", "H"],
  "coordinates": [[-0.8456, 0.9081, -1.9326], [0.3423, -0.4473, -0.1951], [-1.0077, 0.0331, -0.3784], [0.0505, 1.0032, -0.4799], [0.6417, 1.9413, -0.1748], [-1.8924, -0.3140, 0.3187], [0.4986, -0.8647, 0.6727], [0.6522, -1.1463, -0.8695]],
  "forces_ev_per_a": [[-0.6, -1.0, -1.6], [0.3, -1.5, -2.6], [-3.0, 0.5, 2.2], [1.6, 2.2, 1.5], [-1.2, -1.9, 0.4], [1.9, 1.2, -1.6], [0.6, 0.1, 2.6], [0.4, 0.5, -0.9]]
}

***

[12]
{
  "formula": "C2H4O2P",
  "method": "ωB97M-V/def2-TZVPD",
  "total_charge": 1,
  "orbital_gap_ev": 11.7,
  "homo_energy_ev": -17.645,
  "multiplicity": 1,
  "symbols": ["P", "O", "O", "C", "C", "H", "H", "H", "H"],
  "coordinates": [[-1.9950, -0.0548, 0.0339], [-1.1155, 1.1473, -0.2669], [-0.9581, -1.1459, 0.1240], [0.4352, -0.7801, -0.0015], [0.4972, 0.7519, 0.0385], [0.8793, -1.3410, 0.7443], [1.0364, 1.3824, -0.7217], [0.7601, -1.0343, -0.9816], [0.4604, 1.0744, 1.0311]],
  "forces_ev_per_a": [[-2.2, 1.0, -0.4], [2.3, 0.3, 0.1], [0.9, -1.9, 0.4], [-0.7, 1.7, -2.2], [-2.4, 0.4, -1.0], [1.5, -0.5, 1.5], [-0.4, -1.1, 1.0], [0.2, -1.0, -0.7], [0.8, 1.1, 1.3]]
}

***

[13]
{
  "formula": "C2H4O2P2",
  "method": "ωB97M-V/def2-TZVPD",
  "total_charge": 0,
  "orbital_gap_ev": 8.4,
  "homo_energy_ev": -9.567,
  "multiplicity": 1,
  "symbols": ["P", "P", "O", "O", "C", "C", "H", "H", "H", "H"],
  "coordinates": [[-2.5088, -0.6110, -0.5172], [0.5627, 0.6430, 0.2651], [-3.8571, 0.0193, -0.5556], [1.3029, 1.7941, 0.8032], [-1.1880, 0.6040, 0.0783], [1.6246, -0.7774, -0.0316], [0.9767, -1.6608, -0.2766], [-1.6069, 1.6010, 0.3820], [2.3975, -1.0387, 0.8012], [2.2964, -0.5734, -0.9487]],
  "forces_ev_per_a": [[0.8, 0.5, 0.2], [-2.6, 0.2, 0.4], [1.2, 0.0, 0.3], [-0.2, -0.1, -0.3], [1.2, 0.2, 0.1], [1.4, -1.3, -0.9], [0.7, 0.7, 0.3], [0.6, -0.8, -0.3], [-1.8, 0.8, -1.1], [-1.2, -0.1, 1.3]]
}

***

[14]
{
  "formula": "C2H4O2S",
  "method": "ωB97M-V/def2-TZVPD",
  "total_charge": 0,
  "orbital_gap_ev": [8.6, 8.7],
  "homo_energy_ev": [-10.034, -10.157],
  "multiplicity": 1,
  "symbols": ["S", "O", "O", "C", "C", "H", "H", "H", "H"],
  "coordinates": [[-1.0003, -0.2798, 0.0224], [-2.4220, 1.4334, -0.1039], [-1.3571, -1.6348, 0.0346], [0.5273, -0.0021, -0.7728], [0.6279, 0.0423, 0.7673], [1.0689, -0.7787, -1.3871], [0.6102, 1.0930, -1.1640], [1.0220, -0.7671, 1.3217], [0.9230, 0.8939, 1.2817]],
  "forces_ev_per_a": [[0.0, 5.2, 0.2], [1.6, -1.8, 0.1], [-1.3, -3.7, 0.2], [1.7, 2.3, -0.9], [-0.8, -1.2, -1.3], [-1.0, 0.8, 0.9], [-0.2, -2.2, 0.3], [0.1, -1.4, 0.0], [-0.1, 2.0, 0.4]]
}

***

[15]
{
  "formula": "C2H4O2S",
  "method": "ωB97M-V/def2-TZVPD",
  "total_charge": 0,
  "orbital_gap_ev": 9.2,
  "homo_energy_ev": -8.997,
  "multiplicity": 1,
  "smiles": "C[C@@]1(O)OS1",
  "symbols": ["S", "O", "O", "C", "C", "H", "H", "H", "H"],
  "coordinates": [[2.5627, -0.3558, -0.4054], [1.9190, 0.0943, 1.1057], [0.6172, 1.5606, -0.3010], [-0.3989, -0.4433, 0.0273], [0.9376, 0.2575, 0.0959], [-1.0971, -0.0670, -0.8153], [1.4665, 1.9560, -0.1651], [-0.2232, -1.4726, 0.0500], [-0.8543, -0.2649, 0.9168]],
  "forces_ev_per_a": [[-0.1, -0.4, -0.8], [-1.8, 0.5, 0.1], [0.8, -1.1, 1.0], [0.9, 0.2, -2.3], [-0.6, 1.0, -1.2], [1.7, -0.7, 1.3], [0.8, 1.5, -0.2], [0.0, -1.8, -0.6], [-1.6, 0.9, 2.7]]
}

***

[16]
{
  "formula": "C2H4O2S",
  "method": "ωB97M-V/def2-TZVPD",
  "total_charge": 0,
  "orbital_gap_ev": 8.8,
  "homo_energy_ev": -8.926,
  "multiplicity": 1,
  "symbols": ["S", "O", "O", "C", "C", "H", "H", "H", "H"],
  "coordinates": [[2.3346, 0.0144, -0.2886], [-0.1689, 1.7279, 0.3899], [-0.5059, 0.3581, -1.4929], [0.0004, 0.5467, -0.2514], [-1.0014, -0.5359, -0.4673], [-2.0608, -0.1927, -0.3333], [-0.8726, -1.6179, -0.3973], [2.8433, 1.3304, -0.6678], [-0.0268, 2.4779, -0.3289]],
  "forces_ev_per_a": [[-1.8, 2.2, -0.4], [0.3, 1.4, -2.3], [0.9, -0.3, -0.5], [1.8, -0.4, -0.5], [-1.5, 1.6, 1.0], [1.0, -0.7, 0.6], [0.7, 0.4, -0.6], [-1.1, -2.0, 0.6], [-0.3, -2.2, 2.1]]
}

***

[17]
{
  "formula": "C2H4O2S2",
  "method": "ωB97M-V/def2-TZVPD",
  "total_charge": 0,
  "orbital_gap_ev": 8.5,
  "homo_energy_ev": -8.951,
  "multiplicity": 1,
  "smiles": "O=C=S.C=S.O",
  "symbols": ["S", "S", "O", "O", "C", "C", "H", "H", "H", "H"],
  "coordinates": [[-2.0543, -2.2224, 0.0602], [0.9120, 2.4580, -2.2575], [0.3823, -3.7177, 1.2348], [-1.2367, -1.8378, 2.6199], [-1.5117, -2.0329, 1.5079], [0.4049, 2.3537, -3.7852], [1.0265, -4.1256, 1.7482], [0.5907, 3.1430, -4.4542], [-0.2444, 1.5263, -4.2012], [0.5326, -3.8369, 0.2900]],
  "forces_ev_per_a": [[0.0, 0.0, -0.4], [-0.2, -0.3, -0.7], [-1.9, 1.2, -1.4], [-0.1, -0.2, -1.3], [-0.2, 0.5, 1.7], [-1.0, -1.4, 1.0], [1.9, -1.2, 1.0], [0.3, 0.9, -1.0], [0.9, 0.8, 0.7], [0.3, -0.2, 0.4]]
}

***

[18]
{
  "formula": "C2H4O3",
  "method": "ωB97M-V/def2-TZVPD",
  "total_charge": 0,
  "orbital_gap_ev": 10.8,
  "homo_energy_ev": -10.487,
  "multiplicity": 1,
  "smiles": "O=C(O)CO",
  "symbols": ["O", "O", "O", "C", "C", "H", "H", "H", "H"],
  "coordinates": [[-2.0263, -0.6454, -0.2959], [1.4397, 0.3144, -0.3837], [-1.1531, 1.4050, -0.1180], [0.2388, -0.5847, 0.1005], [-1.1353, 0.1527, -0.1186], [0.4598, -0.8238, 1.1843], [0.0867, -1.3266, -0.5636], [-0.2841, 1.7168, 0.3813], [2.3737, -0.2084, -0.1863]],
  "forces_ev_per_a": [[-0.6, 1.4, -0.1], [1.1, -3.1, 1.5], [1.8, 4.7, 1.8], [2.3, 4.6, 1.9], [1.8, -5.6, 0.5], [-0.6, -0.1, -1.4], [0.3, -3.0, -1.7], [-2.2, -0.6, -1.9], [-3.9, 1.9, -0.6]]
}

***

[19]
{
  "formula": "C2H4O3",
  "method": "ωB97M-V/def2-TZVPD",
  "total_charge": 0,
  "orbital_gap_ev": 10.8,
  "homo_energy_ev": -10.474,
  "multiplicity": 1,
  "smiles": "O=CO.C=O",
  "symbols": ["O", "O", "O", "C", "C", "H", "H", "H", "H"],
  "coordinates": [[0.3229, 1.1290, 0.6886], [-1.2846, 1.0698, 2.2923], [0.0632, -1.5991, -0.5199], [-0.6148, 1.6439, 1.4785], [0.5660, -1.6773, -1.6050], [-0.8325, 2.7164, 1.3499], [0.7577, -0.7939, -2.2547], [0.2795, 0.1538, 0.6973], [0.7425, -2.6426, -2.1269]],
  "forces_ev_per_a": [[0.0, 0.1, -0.2], [0.3, -0.7, -0.1], [0.3, 0.0, 0.3], [-1.1, 0.5, 0.6], [-0.6, 0.0, -1.1], [0.8, 0.0, -0.5], [0.2, 0.0, 0.5], [-0.1, 0.0, 0.1], [0.1, 0.0, 0.5]]
}

***

[20]
{
  "formula": "C2H4O3",
  "method": "ωB97M-V/def2-TZVPD",
  "total_charge": 0,
  "orbital_gap_ev": 10.1,
  "homo_energy_ev": -10.287,
  "multiplicity": 1,
  "smiles": "O=C(O)CO",
  "symbols": ["O", "O", "O", "C", "C", "H", "H", "H", "H"],
  "coordinates": [[1.4680, 0.9321, -0.2483], [-1.4970, -0.7616, -0.5854], [0.6996, -0.6892, 1.0687], [-0.8051, 0.4292, -0.4254], [0.5517, 0.2666, 0.1730], [0.0942, -1.5620, 0.4864], [-0.3327, 0.8312, -1.3173], [-2.3459, -0.5022, 0.1941], [-1.2598, 1.2086, 0.2707]],
  "forces_ev_per_a": [[-0.2, 0.2, 0.8], [-4.9, 1.2, 4.3], [-2.2, -4.8, -1.9], [1.8, 2.1, 0.5], [1.5, 0.1, -0.5], [2.1, 3.7, 3.0], [-1.7, 0.5, -1.0], [3.6, -2.2, -3.8], [0.0, -0.7, -1.4]]
}

***

Looking at energy relative to the best compared isomer or geometry (same formula, charge and spin) for the records above, in order, we have 28.28 33.96 23.19 16.01 67.47 92.72 87.40 82.11 58.00 85.89 43.37 16.60 31.49 166.11 53.52 87.89 24.17 40.71 25.73 65.74 kcal/mol.